1.
The following is a quantum chemistry calculation of a structure of composition C9H16AuF6N3O6S2Sb, from the OMol25 dataset.

CARTESIAN COORDINATES (ANGSTROEM)
Au: 1.12852 -1.07009 -0.62412
C: 4.65584 -3.29533 0.97039
C: 3.28360 -2.72850 0.83712
N: 2.79032 -2.38584 -0.29837
O: 3.67175 -2.55130 -1.35715
C: 2.47165 -2.55777 2.05661
C: 3.01176 -2.85221 3.42464
N: 1.25276 -2.18754 1.88872
O: 0.33479 -2.00293 2.65967
H: 4.96179 -3.79802 0.05891
H: 4.70521 -3.98341 1.80937
H: 5.36297 -2.48328 1.15927
H: 3.11412 -2.63648 -2.14100
H: 3.96503 -2.34849 3.58283
H: 3.16874 -3.92288 3.56228
H: 2.30569 -2.51199 4.17772
F: -3.82288 -2.03115 -1.79750
C: -3.95025 -0.71117 -1.78057
F: -3.36386 -0.20208 -2.86275
F: -5.21683 -0.38130 -1.75123
S: -3.07552 -0.10646 -0.23562
O: -1.97201 -1.00973 -0.05217
O: -4.07478 0.09767 0.74464
N: -2.31781 1.30427 -0.67121
S: -3.17754 2.62597 -1.15347
O: -4.50470 2.25131 -1.48031
O: -2.31979 3.34982 -2.03489
C: -3.26132 3.63874 0.38955
F: -2.01474 3.98190 0.74690
F: -3.95717 4.72963 0.12792
F: -3.82151 2.96088 1.37134
C: 0.66303 3.15078 -1.02775
Sb: -0.14889 1.21539 -0.80780
C: -0.39042 0.85034 -2.95734
C: -0.15744 1.18422 1.38196
H: 0.06963 3.70126 -1.75075
H: 1.67931 3.02115 -1.40034
H: 0.67915 3.66109 -0.06880
H: -0.97311 1.70087 -3.30572
H: -0.90050 -0.09523 -3.10759
H: 0.61629 0.83585 -3.36803
H: -0.62957 2.12712 1.65060
H: 0.87774 1.14416 1.71349
H: -0.71906 0.32075 1.72053

The calculation puts the LUMO energy (alpha / beta) at -3.727 / -5.948 eV. The molar mass comes out at 759.09 g/mol. The highest occupied orbital energy (alpha / beta) comes out at -11.702 / -12.656 eV. The multiplicity is 3. As for the expectation value of S²: 2.0297. The relative energy (zero: lowest compared OMol25 entry of this formula, charge and spin) is 22.2 kcal per mole. The net charge is +1.



2.
The following is a quantum chemistry calculation of a structure of composition C64H77BrF4N2P4Rb at a distorted geometry, from the OMol25 dataset.

CARTESIAN COORDINATES (ANGSTROEM)
Rb: -0.09598 0.33311 0.28948
C: -3.61165 -1.34364 -3.72092
C: -3.37678 -0.74863 -2.33459
C: -3.08152 0.75572 -2.47914
P: -2.12203 -1.55104 -1.15739
C: -3.27594 -2.68595 -0.19378
C: -2.39580 -3.64438 0.59947
C: -4.36573 -3.46574 -0.92513
C: -1.04622 -2.71224 -2.06355
C: -1.56164 -3.57562 -3.03761
C: -0.76478 -4.37069 -3.83692
C: 0.61940 -4.25521 -3.70354
C: 1.15382 -3.45921 -2.72253
C: 0.35851 -2.73364 -1.78483
N: 0.94880 -2.05994 -0.75484
C: 2.09949 -2.57797 -0.22597
C: 2.26408 -3.98630 -0.07376
C: 3.41102 -4.55683 0.41654
C: 4.48773 -3.75843 0.80452
C: 4.33914 -2.38898 0.73910
C: 3.17216 -1.77469 0.26945
P: 2.94093 0.02957 0.40700
C: 3.60348 0.47086 2.13719
C: 3.15614 -0.55723 3.16944
C: 5.08661 0.79179 2.32241
C: 4.21606 0.82032 -0.71641
C: 3.50896 1.05554 -2.05128
C: 5.52540 0.07065 -0.93968
H: -4.21075 -0.64745 -4.31524
H: -4.14898 -2.29229 -3.68343
H: -2.66949 -1.49989 -4.24690
H: -4.30272 -0.83572 -1.75634
H: -2.41773 0.95521 -3.31976
H: -2.60808 1.17901 -1.59342
H: -4.00716 1.30874 -2.66089
H: -3.75979 -1.99969 0.51347
H: -1.94411 -4.37874 -0.07181
H: -2.97526 -4.16835 1.36572
H: -1.58542 -3.09223 1.07903
H: -3.93031 -4.22908 -1.57203
H: -5.01171 -2.82512 -1.52630
H: -4.99499 -3.97565 -0.18889
H: -2.63098 -3.62016 -3.17986
H: -1.20131 -5.03632 -4.57114
H: 1.27728 -4.78711 -4.38230
H: 2.22926 -3.36714 -2.63463
H: 1.43790 -4.62205 -0.36716
H: 3.47803 -5.63525 0.50656
H: 5.40875 -4.19800 1.16855
H: 5.16439 -1.76673 1.05982
H: 3.05245 1.39548 2.34801
H: 3.75042 -1.46580 3.09075
H: 2.11509 -0.83714 3.00204
H: 3.25830 -0.15917 4.18532
H: 5.71007 -0.09345 2.19266
H: 5.24819 1.16108 3.33999
H: 5.42606 1.56168 1.62982
H: 4.42291 1.79644 -0.26418
H: 3.20131 0.10291 -2.48955
H: 4.16276 1.55876 -2.76902
H: 2.61945 1.67163 -1.91850
H: 5.32634 -0.93841 -1.30353
H: 6.12954 -0.00015 -0.03458
H: 6.11693 0.59269 -1.69716
C: -0.57380 6.09832 0.78198
C: 0.04859 4.72204 0.55673
C: 0.88242 4.29352 1.76561
P: -1.08144 3.32293 0.02107
C: -2.44424 3.25184 1.33223
C: -3.43790 4.37294 1.65345
C: -3.24433 1.97716 1.03152
C: -1.79833 3.97659 -1.50467
C: -2.92194 4.78936 -1.63032
C: -3.43244 5.17715 -2.86083
C: -4.62598 6.09561 -2.96574
C: -2.78280 4.70560 -4.00605
C: -1.65930 3.91742 -3.92818
C: -1.09682 3.52758 -2.67396
N: -0.01028 2.75374 -2.54871
C: 0.82933 2.55735 -3.63179
C: 1.54842 3.62097 -4.22312
C: 1.41608 5.01977 -3.68572
C: 2.43380 3.37281 -5.26685
C: 2.64757 2.09524 -5.76243
C: 3.62831 1.82370 -6.87478
C: 1.96151 1.04912 -5.15527
C: 1.08171 1.25169 -4.10281
C: 0.43038 0.07221 -3.44099
H: 0.19498 6.87390 0.71501
H: -1.01672 6.16439 1.77683
H: -1.33334 6.31442 0.03027
H: 0.71761 4.78923 -0.30774
H: 0.24817 4.08906 2.63347
H: 1.58237 5.08489 2.04759
H: 1.45532 3.38889 1.54176
H: -1.84717 3.06721 2.23673
H: -4.20769 4.43784 0.88453
H: -2.97173 5.34770 1.76185
H: -3.94349 4.13594 2.59604
H: -3.87544 2.13095 0.15384
H: -3.89029 1.71226 1.87516
H: -2.57924 1.13606 0.82567
H: -3.42837 5.14584 -0.74162
H: -5.12340 6.20076 -2.00018
H: -5.35618 5.71773 -3.68624
H: -4.32594 7.09444 -3.29909
H: -3.17824 4.97004 -4.98358
H: -1.18201 3.55278 -4.83034
H: 1.34619 4.99766 -2.59604
H: 0.50919 5.50719 -4.05305
H: 2.27457 5.62705 -3.97832
H: 2.97877 4.20740 -5.70161
H: 3.93163 2.74663 -7.37081
H: 3.19818 1.15580 -7.62422
H: 4.52875 1.33876 -6.48641
H: 2.12546 0.03418 -5.50991
H: 0.78235 -0.85849 -3.88614
H: -0.65440 0.11175 -3.53367
H: 0.65808 0.04044 -2.36750
F: 1.12782 0.25905 8.75417
C: 0.81186 -0.26445 7.57929
C: 0.55141 -1.61794 7.46721
F: 0.60254 -2.38439 8.55175
C: 0.23383 -2.15987 6.23842
F: -0.03322 -3.46296 6.22816
C: 0.16968 -1.39602 5.07237
P: -0.24586 -2.06857 3.39057
C: 0.63151 -3.68061 3.42013
C: 1.91393 -3.77652 3.95937
C: 2.62131 -4.96423 3.89489
C: 2.06033 -6.07710 3.28707
C: 0.79316 -5.99032 2.73568
C: 0.08909 -4.79717 2.78772
C: -1.99814 -2.48203 3.80288
C: -2.93307 -1.49425 3.49414
C: -4.27523 -1.67296 3.79144
C: -4.69897 -2.84553 4.39977
C: -3.77552 -3.83650 4.70076
C: -2.43194 -3.66056 4.40426
C: 0.38238 -0.01646 5.23025
Br: 0.15105 1.17867 3.79171
C: 0.70840 0.53204 6.45719
F: 0.91983 1.84043 6.58477
H: 2.35860 -2.92173 4.45219
H: 3.61436 -5.02378 4.32239
H: 2.62077 -7.00168 3.22594
H: 0.34834 -6.85369 2.25636
H: -0.89606 -4.74124 2.34779
H: -2.60597 -0.57830 3.01210
H: -4.99066 -0.90086 3.53698
H: -5.74566 -2.98049 4.64167
H: -4.10001 -4.75652 5.17158
H: -1.72665 -4.44455 4.63852

The calculation puts the LUMO energy at 1.635 eV. The molar mass comes out at 1239.59 g/mol. The highest occupied orbital energy comes out at -3.407 eV. The multiplicity is 1. The relative energy (zero: lowest compared OMol25 entry of this formula, charge and spin) is 27.9 kcal per mole. The net charge is -1.



3.
The following is a quantum chemistry calculation of an isolated molecule of C5H8O, from the OMol25 dataset.

CARTESIAN COORDINATES (ANGSTROEM)
C: -1.75017 0.59006 1.50497
C: -0.73930 1.15402 0.61656
C: 0.16254 1.42243 -0.13695
C: 1.29177 1.18354 -1.04929
O: 1.63797 -0.18556 -1.02566
C: 0.55926 -1.04027 -1.34551
H: -1.24876 0.09500 2.34430
H: -2.45367 1.32699 1.89663
H: -2.32100 -0.16511 0.95237
H: 2.18242 1.73976 -0.74236
H: 1.03710 1.48416 -2.07832
H: 0.98430 -1.91862 -1.83935
H: 0.01061 -1.36505 -0.44809
H: -0.16211 -0.54871 -2.01746

The calculation puts the LUMO energy at 0.968 eV. The molar mass comes out at 84.12 g/mol. As for the structure (SMILES): CC#CCOC. The highest occupied orbital energy comes out at -9.586 eV. The multiplicity is 1. The relative energy (zero: lowest compared OMol25 entry of this formula, charge and spin) is 61.6 kcal per mole. The net charge is 0.



4.
The following is a quantum chemistry calculation of a cluster of 2 separate species, C2H3ClN2 in total at a distorted geometry, from the OMol25 dataset.

CARTESIAN COORDINATES (ANGSTROEM)
H: -0.98631 1.41320 1.03177
N: -1.54195 1.37536 0.10616
C: -1.56062 0.32319 -0.56902
C: -1.15124 -1.04918 -0.23676
N: -0.79929 -2.07408 0.18964
H: -1.96992 0.47029 -1.62071
Cl: 3.67305 -0.27873 -0.05676
H: 4.33628 -0.18005 1.15568

The calculation puts the LUMO energy at -0.104 eV. The molar mass comes out at 90.51 g/mol. As for the structure (SMILES): [H]/N=C\C#N.Cl. The highest occupied orbital energy comes out at -11.040 eV. The multiplicity is 1. The relative energy (zero: lowest compared OMol25 entry of this formula, charge and spin) is 41.7 kcal per mole. The net charge is 0.



5.
The following is a quantum chemistry calculation of a cluster of 2 separate species, C2H7N2 in total at a distorted geometry, from the OMol25 dataset.

CARTESIAN COORDINATES (ANGSTROEM)
C: 1.72562 0.67820 0.40690
C: -1.81742 -0.01133 -0.40132
N: 1.81999 -0.34400 -0.26500
N: -0.89588 -0.29250 0.58268
H: 2.43539 1.50591 0.68587
H: -1.28372 0.77002 -0.91456
H: -2.73646 0.35808 -0.01100
H: -1.69539 -0.81505 -1.12852
H: 2.61232 -0.83949 -0.50163
H: 0.99758 -0.98838 -0.05652
H: -1.16205 -0.02146 1.60310

The calculation puts the LUMO energy (alpha / beta) at -5.608 / -7.002 eV. The molar mass comes out at 59.09 g/mol. The highest occupied orbital energy (alpha / beta) comes out at -13.795 / -14.530 eV. The multiplicity is 3. As for the expectation value of S²: 2.0118. The relative energy (zero: lowest compared OMol25 entry of this formula, charge and spin) is 28.1 kcal per mole. The net charge is +1.



6.
The following is a quantum chemistry calculation of a structure of composition C39H35AuNO2P2S, from the OMol25 dataset.

CARTESIAN COORDINATES (ANGSTROEM)
Au: -0.07567 0.23610 -0.21546
O: -0.50050 3.21698 -1.41122
S: -0.00279 2.52492 -0.24709
C: 1.68769 2.96340 0.05492
C: 2.01450 4.31197 0.11948
C: 3.32856 4.65631 0.40836
C: 4.28894 3.67242 0.60580
C: 3.97068 2.32939 0.43778
C: 2.66351 1.96324 0.13729
P: 2.27711 0.33591 -0.52878
C: 3.24248 -0.92567 0.26856
C: 4.06133 -1.78291 -0.46807
C: 4.80119 -2.74919 0.19736
C: 4.72629 -2.85571 1.57999
C: 3.90857 -2.00006 2.31354
C: 3.16095 -1.03704 1.66170
C: 2.53615 0.41458 -2.29743
C: 3.15978 1.50952 -2.89567
C: 3.31859 1.53660 -4.27345
C: 2.85667 0.48401 -5.05011
C: 2.23019 -0.60764 -4.45679
C: 2.06587 -0.64311 -3.08483
C: -0.98252 2.88901 1.19652
C: -0.76005 4.05182 1.92214
C: -1.68124 4.42407 2.89029
C: -2.81361 3.65426 3.11321
C: -3.02273 2.48779 2.38931
C: -2.09801 2.07576 1.43583
P: -2.37118 0.54002 0.50889
C: -3.73747 0.76385 -0.61138
C: -4.99527 0.22229 -0.32911
C: -6.05229 0.48361 -1.18515
C: -5.86418 1.28136 -2.30626
C: -4.61586 1.82902 -2.57986
C: -3.55017 1.57630 -1.73559
C: -2.66610 -0.80133 1.66121
C: -2.31683 -0.70600 3.00738
C: -2.49538 -1.79855 3.84497
C: -3.01935 -2.98155 3.34496
C: -3.35089 -3.08564 1.99743
C: -3.16915 -2.00452 1.15357
H: 1.27351 5.07923 -0.06295
H: 3.60080 5.70067 0.48186
H: 5.30530 3.95510 0.84546
H: 4.74306 1.57291 0.50243
H: 4.14853 -1.68035 -1.54227
H: 5.45274 -3.40569 -0.36321
H: 5.31896 -3.60131 2.09345
H: 3.86736 -2.07915 3.39136
H: 2.53277 -0.36370 2.23572
H: 3.52885 2.33511 -2.30149
H: 3.80677 2.38126 -4.73974
H: 2.98554 0.51040 -6.12370
H: 1.87750 -1.42737 -5.06759
H: 1.59623 -1.50626 -2.62220
H: 0.10789 4.66929 1.75209
H: -1.51616 5.32669 3.46269
H: -3.53472 3.95804 3.86018
H: -3.90618 1.88948 2.57757
H: -5.16243 -0.37959 0.55388
H: -7.02767 0.06898 -0.97030
H: -6.69627 1.48283 -2.96745
H: -4.47567 2.45663 -3.44910
H: -2.58357 2.01534 -1.95510
H: -1.91395 0.21187 3.41584
H: -2.24184 -1.71651 4.89316
H: -3.18511 -3.82032 4.00817
H: -3.77693 -4.00282 1.61197
H: -3.44826 -2.08820 0.10891
C: 0.19655 -4.44112 0.81005
N: -0.09996 -3.98688 -0.55062
C: -0.21087 -5.01302 -1.60308
C: -0.22533 -2.72991 -0.84880
O: -0.12189 -1.80521 0.02291
H: -0.58288 -5.13274 1.12446
H: 0.23035 -3.59198 1.48401
H: 1.15498 -4.95927 0.81027
H: -0.42643 -5.96528 -1.12759
H: 0.72636 -5.09818 -2.15004
H: -1.02411 -4.77177 -2.28334
H: -0.45157 -2.50279 -1.89207

The calculation puts the LUMO energy at -9.776 eV. The molar mass comes out at 840.70 g/mol. The highest occupied orbital energy comes out at -16.355 eV. The multiplicity is 1. The relative energy (zero: lowest compared OMol25 entry of this formula, charge and spin) is 0.0 kcal per mole. The net charge is +3.



Repeat the third record exactly.
The following is a quantum chemistry calculation of an isolated molecule of C5H8O, from the OMol25 dataset.

CARTESIAN COORDINATES (ANGSTROEM)
C: -1.75017 0.59006 1.50497
C: -0.73930 1.15402 0.61656
C: 0.16254 1.42243 -0.13695
C: 1.29177 1.18354 -1.04929
O: 1.63797 -0.18556 -1.02566
C: 0.55926 -1.04027 -1.34551
H: -1.24876 0.09500 2.34430
H: -2.45367 1.32699 1.89663
H: -2.32100 -0.16511 0.95237
H: 2.18242 1.73976 -0.74236
H: 1.03710 1.48416 -2.07832
H: 0.98430 -1.91862 -1.83935
H: 0.01061 -1.36505 -0.44809
H: -0.16211 -0.54871 -2.01746

The calculation puts the LUMO energy at 0.968 eV. The molar mass comes out at 84.12 g/mol. As for the structure (SMILES): CC#CCOC. The highest occupied orbital energy comes out at -9.586 eV. The multiplicity is 1. The relative energy (zero: lowest compared OMol25 entry of this formula, charge and spin) is 61.6 kcal per mole. The net charge is 0.



Question: Which of these has the lowest molar mass?
Answer: C2H7N2